1.
# C4H4N2O3S2

The molecule C4H4N2O3S2 (ωB97M-V/def2-TZVPD, the Open Molecules 2025 dataset).

```
15
Properties=species:S:1:pos:R:3
C 1.057 -1.815 -2.375
C 1.202 -0.766 -0.323
C 2.293 0.570 -2.007
C -0.310 0.411 1.650
N 0.934 -1.734 -1.074
N 1.642 1.723 -1.662
O 1.171 2.249 -2.737
O 1.532 2.236 -0.596
O 2.646 -0.961 -4.208
S 1.411 0.082 1.007
S 1.680 -0.438 -3.283
H 0.720 -2.670 -2.864
H -0.209 1.300 2.127
H -0.597 -0.483 2.181
H -0.782 0.620 0.803
```

Calculated values
E_LUMO (alpha / beta)	-2.5 / -2.4	eV
DFT total energy	-34994.8401	eV
relative energy (zero: lowest compared OMol25 entry of this formula, charge and spin)	7.6743	eV
net charge	0
HOMO energy (alpha / beta)	-8.86 / -8.86	eV

Results of the Mulliken charge analysis, in e, for atoms 1 through 6: -0.184, 0.451, -0.203, -0.886, -0.425, 0.949


2.
# C4H4N2S

A cluster of 2 separate species, C4H4N2S in total (ωB97M-V/def2-TZVPD, the Open Molecules 2025 dataset).

```
11
Properties=species:S:1:pos:R:3
C 1.161 -0.019 -0.223
C 0.238 -0.672 0.554
C -0.582 1.223 -0.169
C 0.035 -1.824 -2.197
N 0.664 1.189 -0.657
N -0.816 0.167 0.617
S 0.591 -1.368 -3.571
H 2.115 -0.173 -0.594
H 0.392 -1.530 1.097
H -1.360 1.976 -0.114
H -1.702 -0.125 0.999
```

Calculated values
E_LUMO	0.1	eV
DFT total energy	-18025.3880	eV
relative energy (zero: lowest compared OMol25 entry of this formula, charge and spin)	2.8528	eV
net charge	0
HOMO energy	-8.61	eV

Results of the Mulliken charge analysis, in e, for atoms 1 through 6: -0.293, -0.587, -0.046, 0.035, -0.550, -0.051


3.
# C4H4N3

The ion C4H4N3 with charge +1 (ωB97M-V/def2-TZVPD, the Open Molecules 2025 dataset).

```
11
Properties=species:S:1:pos:R:3
C -0.890 1.061 -0.756
C 0.582 -1.110 -0.811
C -0.155 0.777 0.656
C 0.056 -0.683 0.549
N 0.159 -0.624 -1.936
N -0.693 0.342 -1.676
N 0.004 1.632 1.510
H 1.317 -1.906 -1.036
H -0.915 -0.998 0.801
H 0.838 -1.096 1.323
H -0.304 2.606 1.376
```

Calculated values
SMILES	[H]/N=C1\C#[N+]N=CC1
E_LUMO (alpha / beta)	-7.6 / -7.6	eV
DFT total energy	-8670.1349	eV
relative energy (zero: lowest compared OMol25 entry of this formula, charge and spin)	3.8894	eV
net charge	+1
HOMO energy (alpha / beta)	-16.50 / -16.50	eV

Results of the Mulliken charge analysis, in e, for atoms 1 through 6: 0.164, 0.051, 0.438, -0.564, -0.468, 0.297